(1)
{"formula": "C4H11NO", "method": "the ωB97M-V functional and the def2-TZVPD basis", "symbols": ["C", "N", "C", "H", "H", "H", "H", "H", "H", "H", "C", "C", "O", "H", "H", "H", "H"], "positions_angstrom": [[1.699, -1.051, -0.004], [0.657, -0.750, -1.004], [-0.458, -1.674, -1.253], [1.587, -0.568, 0.971], [1.624, -2.116, 0.222], [2.713, -0.808, -0.308], [1.200, -0.600, -1.845], [-0.269, -2.203, -2.188], [-1.365, -1.090, -1.405], [-0.494, -2.413, -0.457], [-1.109, 2.452, 1.912], [-0.989, 1.917, 0.646], [-1.060, 0.660, 0.400], [-0.853, 3.505, 1.939], [-1.752, 1.992, 2.650], [-0.981, 2.442, -0.308], [-0.150, 0.305, 0.032]], "orbital_gap_ev": [9.19, 5.56], "de_lowest_kcal_mol": 68.89, "multiplicity": 2, "total_charge": 1}

---

(2)
{"formula": "C3H2ClN4O", "method": "the ωB97M-V functional and the def2-TZVPD basis", "symbols": ["C", "C", "C", "N", "N", "N", "N", "O", "Cl", "H", "H"], "positions_angstrom": [[-1.431, -0.077, 0.446], [0.370, -0.830, 1.502], [0.600, 0.089, -0.761], [-0.954, -0.778, 1.497], [-0.790, 0.248, -0.598], [1.141, -0.418, 0.442], [1.239, 1.322, -0.981], [0.848, -0.297, -2.032], [0.346, 2.184, -2.091], [-2.430, -0.077, 0.348], [1.062, -1.366, 2.228]], "orbital_gap_ev": [6.91, 6.88], "de_lowest_kcal_mol": 76.88, "total_charge": -1}

---

(3)
{"formula": "C3H8OS", "method": "the ωB97M-V functional and the def2-TZVPD basis", "symbols": ["C", "O", "H", "H", "C", "S", "C", "H", "H", "H", "H", "H", "H"], "positions_angstrom": [[-2.530, -0.512, -1.003], [-2.807, -0.407, 0.158], [-2.639, 0.338, -1.704], [-2.148, -1.428, -1.484], [0.139, 0.196, 1.427], [0.775, -0.853, 0.078], [2.085, 0.221, -0.542], [0.945, 0.849, 1.745], [-0.723, 0.775, 1.106], [-0.165, -0.450, 2.244], [2.649, -0.352, -1.270], [2.730, 0.515, 0.282], [1.690, 1.109, -1.035]], "orbital_gap_ev": 9.45, "smiles": "C=O.CSC", "de_lowest_kcal_mol": 19.72}

---

(4)
{"formula": "C3H14B2NO4Tl", "method": "the ωB97M-V functional and the def2-TZVPD basis", "symbols": ["Tl", "B", "H", "H", "H", "H", "B", "H", "H", "H", "H", "C", "C", "O", "O", "H", "H", "H", "C", "N", "O", "O", "H", "H", "H"], "positions_angstrom": [[0.690, -0.441, 1.097], [1.564, -2.416, 2.942], [2.307, -1.617, 2.565], [0.638, -1.892, 3.402], [1.192, -3.091, 2.097], [2.088, -2.947, 3.813], [3.039, 1.087, 1.537], [2.725, 1.387, 2.592], [4.061, 1.545, 1.287], [3.194, -0.044, 1.380], [2.257, 1.512, 0.790], [-3.319, -1.098, -1.505], [-1.978, -0.691, -0.841], [-1.978, 0.050, 0.157], [-0.995, -1.346, -1.211], [-3.483, -2.134, -1.211], [-3.394, -1.003, -2.586], [-4.171, -0.547, -1.109], [-1.247, 2.195, -2.254], [0.172, 1.683, -2.119], [0.747, 1.273, -3.091], [0.621, 1.599, -0.983], [-1.811, 1.554, -2.925], [-1.215, 3.240, -2.553], [-1.704, 2.144, -1.269]], "orbital_gap_ev": 5.15, "de_lowest_kcal_mol": 0.00}

---

(5)
{"formula": "C20H21BCuN6", "method": "the ωB97M-V functional and the def2-TZVPD basis", "symbols": ["C", "N", "N", "C", "C", "B", "N", "N", "C", "C", "C", "Cu", "N", "N", "C", "C", "C", "H", "H", "H", "H", "H", "H", "H", "H", "H", "H", "H", "C", "H", "H", "H", "C", "C", "C", "C", "C", "C", "C", "C", "C", "C", "H", "H", "H", "H", "H", "H", "H"], "positions_angstrom": [[2.493, -0.221, -0.370], [1.247, -0.326, -0.884], [1.385, -0.221, -2.256], [2.691, -0.159, -2.586], [3.425, -0.146, -1.412], [0.170, -0.134, -3.221], [-0.802, -1.299, -2.889], [-1.165, -1.672, -1.611], [-2.016, -2.715, -1.727], [-2.153, -3.051, -3.078], [-1.370, -2.144, -3.777], [-0.352, -1.089, 0.165], [-0.471, 1.294, -3.071], [-0.985, 1.615, -1.831], [-1.357, 2.898, -1.891], [-1.119, 3.419, -3.188], [-0.560, 2.366, -3.910], [-1.780, 3.398, -1.027], [-0.212, 2.300, -4.934], [-1.331, 4.419, -3.521], [0.571, -0.268, -4.343], [-1.147, -2.033, -4.833], [2.971, -0.139, -3.639], [-2.731, -3.852, -3.491], [4.500, -0.095, -1.311], [-2.490, -3.188, -0.874], [2.666, -0.226, 0.705], [-2.057, -1.309, 0.780], [-1.596, -2.099, 1.432], [-2.258, -2.972, 1.325], [-0.555, -2.422, 1.114], [-1.577, -1.822, 2.492], [2.164, -0.062, 4.983], [2.302, -0.955, 3.901], [1.455, -0.851, 2.807], [0.486, 0.179, 2.717], [-0.335, 0.325, 1.575], [-1.226, 1.361, 1.451], [-1.419, 2.263, 2.554], [-0.673, 2.108, 3.719], [0.327, 1.098, 3.837], [1.174, 0.919, 4.959], [2.815, -0.137, 5.856], [3.075, -1.725, 3.942], [1.581, -1.571, 1.989], [-1.807, 1.495, 0.539], [-2.158, 3.068, 2.468], [-0.803, 2.792, 4.559], [1.009, 1.586, 5.807]], "orbital_gap_ev": [3.71, 2.71], "de_lowest_kcal_mol": 18.53, "multiplicity": 2, "total_charge": 2}

---

(6)
{"formula": "C18H18ClNO4P", "method": "the ωB97M-V functional and the def2-TZVPD basis", "symbols": ["O", "P", "O", "C", "C", "C", "N", "Cl", "C", "H", "H", "H", "H", "H", "H", "H", "H", "H", "H", "C", "C", "C", "C", "C", "C", "C", "O", "C", "C", "C", "C", "C", "C", "C", "O", "H", "H", "H", "H", "H", "H", "H", "H"], "positions_angstrom": [[0.699, -1.672, -2.270], [-0.194, -3.094, -2.537], [0.659, -3.852, -3.780], [-1.792, -2.425, -3.277], [-2.401, -1.475, -2.180], [-3.695, -1.055, -2.954], [-4.160, -2.406, -3.464], [-5.441, -2.902, -2.389], [-2.984, -3.384, -3.454], [0.279, -0.962, -2.757], [1.358, -3.259, -4.057], [-1.562, -1.876, -4.206], [-1.780, -0.686, -1.766], [-2.804, -2.174, -1.432], [-3.387, -0.423, -3.800], [-4.434, -0.447, -2.436], [-4.480, -2.295, -4.426], [-2.971, -3.984, -4.368], [-3.196, -4.064, -2.625], [0.724, 4.954, 4.099], [-0.486, 4.547, 3.544], [-0.562, 3.357, 2.837], [0.577, 2.573, 2.671], [1.795, 2.994, 3.208], [1.862, 4.181, 3.931], [3.030, 2.196, 3.002], [4.089, 2.559, 3.471], [2.944, 0.949, 2.202], [4.100, 0.215, 1.948], [4.028, -0.959, 1.213], [2.801, -1.410, 0.734], [1.649, -0.678, 0.981], [1.718, 0.506, 1.706], [0.480, 1.294, 1.928], [-0.593, 0.899, 1.501], [0.779, 5.879, 4.658], [-1.371, 5.158, 3.667], [-1.504, 3.039, 2.412], [2.803, 4.502, 4.358], [5.053, 0.562, 2.322], [4.928, -1.525, 1.014], [2.743, -2.330, 0.167], [0.698, -1.029, 0.605]], "orbital_gap_ev": 6.72, "total_charge": 1}

---

no.,strongest force on any atom (Eh/bohr)
1,0.0465
2,0.0890
3,0.0105
4,0.0582
5,0.1015
6,0.0492